Here is a molecular structure, C2H2O3PS from OMol25. Energies are from ωB97M-V/def2-TZVPD.

Computed properties:
Calculated total energy ... -28365.99359 eV
Charge ... -1
Strongest force on any atom ... 2.539 eV/Å

```
9
Properties=species:S:1:pos:R:3:forces:R:3
C 1.3176 -1.4178 -0.9049 -1.937 0.832 -0.387
C 1.3812 1.4200 -0.8608 -0.989 -0.249 -0.656
O 4.4231 -0.0638 0.6349 -0.736 -0.138 -0.179
O 2.6845 1.2530 -0.5457 1.595 -0.473 0.817
O 2.6106 -1.3144 -0.6211 1.807 0.646 0.509
P 0.4237 0.0598 -0.3046 -2.443 -0.641 0.263
S 2.9734 -0.0497 0.4420 1.411 0.075 0.035
H -0.5527 -0.4356 0.7983 0.916 0.079 0.193
H -0.7934 0.4546 -0.9234 0.376 -0.130 -0.596
```
Forces are in eV/Å.

Here is C3H7N5 in the gas phase from OMol25. Energies are from ωB97M-V/def2-TZVPD.

Computed properties:
Calculated total energy ... -10671.22322 eV
Strongest force on any atom ... 4.882 eV/Å

```
15
Properties=species:S:1:pos:R:3:forces:R:3
C 1.5572 0.6919 0.9621 0.965 -2.922 -0.079
C -0.5041 0.1097 0.2903 0.027 4.125 2.038
C -2.8300 -0.1498 -0.7577 0.949 -1.555 0.155
H 4.1296 -0.0495 0.8069 -1.541 -1.308 -1.586
H 3.6355 -1.4320 -0.4859 -0.167 4.165 2.540
H 2.2633 1.2877 1.5381 -0.334 0.570 -0.189
H 0.1300 -0.2992 -0.4702 -0.756 -0.985 -0.666
H -2.4257 0.9597 0.7979 2.229 -1.522 -0.448
H -3.8540 -0.0302 -0.1700 1.467 -0.108 -2.238
H -3.3727 -0.7552 -2.3276 -1.135 -0.897 -1.298
N 3.4802 -0.3631 -0.0005 -1.101 -2.641 -0.454
N 2.0139 -0.3353 0.2867 1.977 1.926 0.534
N 0.1569 0.8312 1.2199 -0.891 -2.068 -2.674
N -1.8889 0.2547 0.1922 -0.968 1.183 1.402
N -2.4912 -0.7208 -1.8823 -0.721 2.036 2.964
```
Forces are in eV/Å.

Here is a molecular structure, C21H15AuCl2IrO4P from OMol25. Energies are from ωB97M-V/def2-TZVPD.

Computed properties:
Calculated total energy ... -71025.59623 eV
Charge ... +4
Spin multiplicity ... 7
Strongest force on any atom ... 8.721 eV/Å

```
45
Properties=species:S:1:pos:R:3:forces:R:3
Ir -0.5100 0.1677 -7.2456 -0.814 2.461 1.682
Au 0.7659 1.1450 -2.8922 -0.615 -0.810 -1.477
Cl -0.1924 -0.1082 -4.7497 0.866 0.360 2.279
Cl -1.4930 2.2276 -6.5744 -0.257 -0.437 0.273
C 1.6848 2.2312 -1.6375 2.183 2.265 1.943
C -0.0119 -1.6169 -7.4397 0.819 -8.423 -0.499
C -0.5743 1.0662 -8.8816 -0.041 4.531 -7.452
O 2.3435 2.8898 -0.9593 -1.980 -1.918 -1.816
O 0.1966 -2.7612 -7.6052 -0.559 5.178 0.442
O -0.6963 1.7016 -9.8560 0.428 -3.077 4.220
O -0.0798 -0.9925 -0.8416 -0.105 0.443 1.487
P -0.0704 -0.5692 0.6000 -0.078 -1.046 -2.010
C 1.5631 0.0892 1.0217 -0.819 1.413 1.561
C 2.6622 -0.3702 0.2796 -0.806 -0.681 -0.591
C 3.9357 0.1293 0.5294 2.007 1.195 0.888
C 4.1315 1.1009 1.5105 0.844 -0.744 -0.990
C 3.0358 1.5819 2.2271 1.079 0.944 0.581
C 1.7521 1.0941 1.9733 -1.846 -1.621 -1.245
C -1.3339 0.6861 0.9165 0.323 0.043 1.392
C -1.5081 1.2373 2.1894 1.256 -1.768 -1.258
C -2.3605 2.3286 2.3691 -1.299 1.434 0.352
C -3.1065 2.8315 1.3026 -0.304 -0.014 -0.727
C -3.0136 2.2047 0.0589 -1.500 1.947 0.940
C -2.1582 1.1206 -0.1317 1.265 -1.059 -0.375
C -0.4087 -1.8966 1.7907 1.856 0.016 0.627
C 0.5747 -2.4059 2.6525 -0.656 2.150 -2.033
C 0.2417 -3.4041 3.5736 -0.035 -1.187 1.085
C -1.0590 -3.9188 3.6274 -1.367 -0.188 -0.591
C -2.0165 -3.4618 2.7137 0.149 -1.579 1.776
C -1.6912 -2.4682 1.7884 -0.108 0.668 -0.429
H 2.5052 -1.0976 -0.5180 0.000 0.067 0.115
H 4.7815 -0.2354 -0.0535 -0.145 0.066 0.148
H 5.1285 1.4964 1.7082 -0.231 -0.112 -0.055
H 3.1597 2.3574 2.9816 0.140 -0.125 -0.068
H 0.8969 1.5072 2.5057 0.439 -0.017 -0.040
H -0.9601 0.8313 3.0397 -0.254 0.097 -0.057
H -2.4312 2.7842 3.3527 -0.063 0.059 -0.062
H -3.7591 3.6942 1.4448 0.160 -0.245 -0.046
H -3.6132 2.5705 -0.7713 0.057 -0.051 0.080
H -2.1003 0.6279 -1.1023 0.005 -0.006 0.124
H 1.5760 -1.9742 2.6431 -0.206 -0.273 0.090
H 1.0019 -3.7700 4.2622 -0.124 -0.004 -0.067
H -1.3159 -4.6884 4.3595 0.071 0.255 -0.226
H -3.0263 -3.8691 2.7402 0.201 0.024 -0.041
H -2.4471 -2.0941 1.0975 0.064 -0.226 0.069
```
Forces are in eV/Å.